# 1
Formula: C5H9N4S3
Source: the OMol25 dataset
Level of theory: the ωB97M-V functional and the def2-TZVPD basis

```
21
Properties=species:S:1:pos:R:3
C -4.07 0.97 0.00
S -2.29 1.27 0.01
C -1.69 -0.37 0.00
S -2.65 -1.72 -0.01
C -0.28 -0.55 0.01
N 0.32 -1.78 0.01
C 1.67 -1.58 0.01
N 2.58 -2.54 0.00
N 1.92 -0.28 0.01
N 0.73 0.34 0.01
S 0.65 2.04 0.01
C 2.41 2.40 -0.01
H -4.55 1.94 0.00
H -4.34 0.40 0.88
H -4.33 0.41 -0.90
H -0.21 -2.64 0.00
H 3.56 -2.28 0.01
H 2.33 -3.51 0.00
H 2.48 3.49 -0.02
H 2.87 1.98 -0.90
H 2.88 2.01 0.89
```

Net charge: +1
Gap between HOMO and LUMO in eV: 7.4
Spin multiplicity: 1
Molar mass in g mol⁻¹: 221.4
SMILES string: CSC(=S)c1[nH+]c(N)nn1SC



# 2
Formula: C5H9NO
Source: the OMol25 dataset
Level of theory: the ωB97M-V functional and the def2-TZVPD basis

```
16
Properties=species:S:1:pos:R:3
C 0.57 1.79 1.50
C 1.49 0.98 0.88
N 0.80 -0.12 0.39
C -0.54 0.10 0.53
C -0.72 1.17 1.36
C -1.61 -0.89 0.08
H 0.75 2.83 1.75
H 2.54 1.18 0.79
H 1.27 -0.73 -0.28
H -1.59 1.32 1.99
H -1.60 -0.95 -1.01
H -1.36 -1.86 0.50
H -2.55 -0.54 0.51
H 0.60 -0.91 -3.53
H 1.01 -1.60 -2.25
O 0.91 -1.77 -3.22
```

Net charge: -1
<S²>: 0.750
Gap between HOMO and LUMO (spin up / spin down) in eV: 3.4 / 8.5
Spin multiplicity: 2
Molar mass in g mol⁻¹: 99.1